A structure of composition C9H20ClIN2OPSSc, computed with ωB97M-V with the def2-TZVPD basis set.

The geometry in ORCA input format:
```
! RIJCOSX wB97M-V def2-TZVPD def2/J DEFGRID3
* xyz 2 1
C 2.32436 -1.17037 -0.10859
I 2.94441 1.38337 0.85196
H 1.78963 -0.37660 -0.65259
H 1.56035 -1.28379 0.75230
H 2.52624 -2.07669 -0.70774
Sc -1.87212 0.36304 0.50554
P -0.84608 0.40928 -2.07826
C 0.83652 0.79724 -2.85616
C -1.20920 -1.02730 -3.20271
H -2.85302 1.71725 -2.47633
H -1.72893 1.67875 -3.92457
H -1.30919 2.74006 -2.51019
C -1.80426 1.79554 -2.82568
H -2.18006 -1.47399 -2.88295
H -1.25432 -0.60394 -4.23440
H 0.68593 0.77487 -3.96437
H 1.57266 -0.00312 -2.59430
H -0.34380 -1.72926 -3.09592
H 1.16902 1.81606 -2.53997
C 3.67039 -0.49127 0.12738
O 4.80711 -0.88405 -0.05085
Cl -3.72012 -0.70092 -0.16960
S -1.10145 -0.84399 2.49748
C -0.27346 0.12815 3.76174
N -0.32411 1.48709 3.78833
C 0.46461 2.30727 4.76911
C 1.86600 1.73871 4.94432
C 1.74676 0.29170 5.37197
N 0.65260 -0.45278 4.54690
H -1.20333 1.87054 3.46544
H -0.00412 2.35767 5.76540
H 0.47431 3.33152 4.38618
H 2.41368 2.29308 5.72650
H 2.38201 1.78072 3.98583
H 1.50346 0.24809 6.45452
H 2.68285 -0.28289 5.23447
H 0.60836 -1.48160 4.60572
*
```

Calculated values
HOMO level = -0.5579 Eh
E_tot = -2797.3184 a.u.
HOMO-LUMO gap = 6.633 eV